{"formula": "C12H22OSi", "method": "ωB97M-V with the def2-TZVPD basis set", "symbols": ["C", "Si", "O", "C", "C", "C", "C", "C", "C", "C", "C", "C", "C", "C", "H", "H", "H", "H", "H", "H", "H", "H", "H", "H", "H", "H", "H", "H", "H", "H", "H", "H", "H", "H", "H", "H"], "coordinates": [[0.8174, -0.3968, -2.9331], [0.6470, -0.7722, -1.0765], [-0.8373, -0.4032, -0.5766], [-2.0601, -0.9710, -0.4745], [-2.5657, -2.1934, -0.4187], [-4.1228, -2.1143, -0.4897], [-4.4699, -0.5609, -0.5474], [-3.1065, 0.0718, -0.6195], [1.8881, 0.2690, -0.0720], [1.4577, 1.7817, 0.0630], [2.4900, 2.3521, 0.9720], [2.4633, 1.8107, 2.4340], [3.0383, 0.3990, 2.2444], [2.0624, -0.3545, 1.3211], [0.8356, 0.6222, -3.1710], [1.6985, -0.8265, -3.4752], [-0.0523, -0.6763, -3.4755], [0.7978, -2.3305, -0.7519], [-2.0253, -3.0760, -0.4055], [-4.5035, -2.6254, 0.4809], [-4.2461, -2.7429, -1.3705], [-4.9497, -0.2990, 0.2928], [-5.0729, -0.5605, -1.4809], [-2.8999, 0.9724, 0.1821], [-3.1210, 0.6010, -1.5516], [2.7976, 0.1241, -0.5198], [0.5158, 1.8615, 0.5523], [1.6271, 2.1351, -0.9356], [2.3739, 3.3824, 1.0780], [3.3715, 2.1077, 0.3917], [3.1223, 2.2831, 3.2792], [1.5666, 1.6887, 2.8532], [3.9463, 0.5340, 1.8210], [3.0649, -0.1011, 3.2028], [2.3390, -1.4684, 1.2386], [1.1118, -0.5234, 1.9385]], "forces_ev_per_angstrom": [[1.0, -1.4, 0.3], [1.7, -1.5, -0.4], [-0.6, 0.0, 0.8], [-0.6, 1.1, -1.0], [-1.2, 2.0, 0.3], [1.9, -1.1, 2.4], [1.6, -3.9, -3.1], [-0.3, 3.3, 1.8], [-4.0, -0.6, 1.9], [1.5, -2.6, 0.2], [0.1, 0.5, 1.3], [5.5, -0.6, -1.1], [-3.9, -0.3, 1.1], [-0.5, -2.5, 1.3], [0.3, 2.0, 0.2], [-0.6, 0.1, 0.7], [-0.9, -0.9, -0.4], [0.1, 1.5, -0.5], [0.9, -1.7, 0.1], [0.1, 0.6, -1.9], [-1.4, 0.2, -0.1], [-2.2, 0.9, 2.7], [0.2, 1.1, 0.8], [-0.7, -2.2, -1.7], [1.0, 0.3, -0.8], [2.5, 0.3, -1.5], [-1.3, 0.1, -0.5], [-0.8, 1.0, -0.4], [0.0, 2.1, -0.4], [1.0, 0.4, 0.8], [-1.0, 0.0, -2.0], [-4.0, 0.0, 1.3], [3.2, -0.1, -1.2], [0.4, -0.4, 0.2], [0.2, 1.5, -0.2], [0.7, 0.8, -1.1]], "mulliken_charge": [-1.2515, 0.2186, 0.0178, 0.4586, -0.8886, -0.5247, -0.7815, -0.3742, -0.0054, -0.6866, -0.8973, -0.7176, -1.0250, -0.7969, 0.4038, 0.3403, 0.3669, -0.2479, 0.5603, 0.2566, 0.3337, 0.3829, 0.2673, 0.1694, 0.2166, 0.5608, 0.3129, 0.3801, 0.3878, 0.4317, 0.2582, 0.4801, 0.4453, 0.3733, 0.2862, 0.2880], "homo_energy_ev": -8.5, "orbital_gap_ev": 9.341, "de_lowest_ev": 0.486, "total_charge": 0}



{"formula": "C12H23AgBNO2S2", "method": "ωB97M-V with the def2-TZVPD basis set", "symbols": ["C", "C", "N", "C", "C", "C", "S", "S", "C", "C", "C", "B", "C", "C", "O", "C", "C", "O", "H", "H", "H", "H", "H", "H", "H", "H", "H", "H", "H", "H", "H", "H", "H", "H", "H", "H", "H", "H", "H", "H", "H", "Ag"], "coordinates": [[1.0287, -2.6057, -0.4255], [1.3101, -1.3810, 0.4758], [2.2554, -0.4409, -0.1827], [3.5868, -0.8766, -0.0281], [4.6310, -0.1761, -0.9388], [2.1213, 0.8489, 0.4015], [2.5202, 1.1499, 1.9778], [1.5227, 2.1045, -0.6585], [0.1452, 2.9171, 0.2158], [-1.1893, 2.3602, -0.3701], [-1.7404, 1.2712, 0.5921], [-2.4011, -0.0500, -0.1189], [-3.3232, 0.2827, -1.4336], [-2.5211, 0.1345, -2.7170], [-2.6375, -0.7744, -3.4063], [-3.2754, -1.0545, 0.8637], [-3.1386, -0.6523, 2.3282], [-2.2655, -0.9465, 3.0309], [-0.0366, -2.6759, -0.6055], [1.3878, -3.5131, 0.0518], [1.5646, -2.5108, -1.3667], [0.3798, -0.8941, 0.7448], [1.7940, -1.7562, 1.3874], [3.6843, -1.9353, -0.2450], [3.8501, -0.7127, 1.0300], [5.2621, 0.4625, -0.3216], [5.2781, -0.9086, -1.4033], [4.1191, 0.4222, -1.6830], [0.1731, 2.7626, 1.2899], [0.1991, 3.9880, 0.0445], [-1.8659, 3.2105, -0.3541], [-0.9929, 2.0008, -1.3716], [-2.4228, 1.7716, 1.2869], [-0.8848, 0.9110, 1.1692], [-1.4450, -0.7373, -0.4935], [-3.8256, 1.2517, -1.3667], [-4.1105, -0.4663, -1.4966], [-1.7669, 0.8918, -3.0066], [-2.9562, -2.0928, 0.7918], [-4.3386, -1.0395, 0.6264], [-3.9539, 0.0002, 2.7171], [4.2783, -0.5410, 2.9680]], "forces_ev_per_angstrom": [[0.3, 0.5, 0.3], [0.2, -1.0, -0.4], [-0.6, 1.0, 0.1], [2.0, -1.0, -1.2], [-0.4, 0.1, 1.0], [-0.6, 0.4, 0.2], [0.0, 0.6, 0.5], [-0.1, -0.9, 0.2], [-0.6, 0.3, -0.3], [0.6, 0.1, 1.6], [0.5, 0.0, -1.0], [0.7, 0.6, -0.2], [-1.3, 0.1, 0.9], [1.2, 3.4, 2.5], [-0.7, -4.0, -2.8], [-0.7, -0.8, -0.2], [-2.1, 1.4, -2.0], [2.7, -1.1, 2.0], [-0.1, -0.2, -0.2], [-0.2, -0.1, 0.0], [-0.2, 0.1, -0.2], [0.0, 0.3, 0.0], [-0.1, 0.3, 0.2], [-0.5, -0.2, 0.2], [0.4, -0.5, -0.1], [0.0, 0.3, -0.2], [0.0, -0.1, -0.2], [0.1, 0.1, -0.2], [0.3, -0.1, 0.1], [0.4, 0.1, -0.2], [-0.2, 0.0, -0.5], [-0.2, 0.1, -0.2], [-0.1, -0.2, 0.0], [-0.1, -0.1, 0.3], [0.2, -0.2, 0.5], [0.3, 0.2, -0.3], [0.0, 0.0, -0.2], [-0.2, 0.4, 0.4], [0.1, 0.0, 0.0], [-0.1, 0.1, 0.0], [-0.2, -0.1, -0.2], [-0.6, 0.3, 0.0]], "lowdin_spin": [0.0012, 0.0013, 0.0000, 0.0000, 0.0000, 0.0000, -0.0001, 0.0015, 0.0004, 0.0031, 0.0575, 0.1329, 0.1168, 0.0663, 0.1777, 0.1346, 0.0621, 0.1239, 0.0011, 0.0000, 0.0000, 0.0009, 0.0000, 0.0000, 0.0000, 0.0000, 0.0000, 0.0000, 0.0003, -0.0001, -0.0001, 0.0019, 0.0086, 0.0007, 0.0619, 0.0027, -0.0020, 0.0215, -0.0006, -0.0012, 0.0252, 0.0000], "homo_energy_ev": [-12.2, -11.4], "spin_multiplicity": 2, "orbital_gap_ev": [7.015, 4.692], "total_charge": 1, "s2": 0.763}



{"formula": "C12H23BClF3NO6", "method": "ωB97M-V with the def2-TZVPD basis set", "symbols": ["C", "C", "O", "C", "C", "O", "C", "C", "F", "F", "F", "O", "C", "O", "O", "C", "B", "C", "O", "C", "Cl", "C", "C", "H", "H", "H", "H", "H", "H", "H", "H", "H", "H", "H", "H", "H", "H", "H", "H", "H", "H", "H", "N", "H", "H", "H", "H"], "coordinates": [[6.3447, -1.0397, 0.4725], [5.2959, -0.6044, -0.5452], [4.4216, -1.6915, -0.8046], [3.1541, -1.3097, -1.2807], [2.1637, -1.6463, -0.1977], [0.8492, -1.1381, -0.5084], [0.3386, -0.2294, 0.3815], [-0.0538, -0.8270, 1.7356], [-1.3681, -1.1254, 1.7338], [0.6250, -1.9428, 2.0204], [0.1767, 0.0746, 2.7141], [1.2276, 0.8623, 0.5179], [1.1751, 1.5438, -0.6856], [2.0046, 2.3468, -1.0580], [0.0478, 1.1896, -1.3149], [-0.8284, 0.5153, -0.3452], [-1.4765, 1.7885, 0.4221], [-2.2205, 1.7000, 1.8165], [-1.4766, 3.0297, -0.1772], [-1.7956, -0.3326, -1.1936], [-2.2447, 0.5643, -2.6945], [-3.0939, -0.7450, -0.4940], [-3.1639, -2.2349, -0.1061], [6.2734, -0.4214, 1.3578], [6.1764, -2.0591, 0.7879], [7.3481, -0.9363, 0.0889], [4.7688, 0.2596, -0.1586], [5.8111, -0.3636, -1.4682], [3.1588, -0.2481, -1.5157], [2.9166, -1.8313, -2.1980], [2.5279, -1.3448, 0.7709], [2.0836, -2.7248, -0.1570], [-2.7565, 0.7774, 1.9768], [-2.9698, 2.4926, 1.8305], [-1.5646, 1.9147, 2.6508], [-0.7116, 3.5279, 0.1301], [-1.3086, -1.2257, -1.5425], [-3.8952, -0.5733, -1.2008], [-3.3267, -0.1552, 0.3854], [-4.0377, -2.7064, -0.5216], [-3.2755, -2.3176, 0.9656], [-2.2689, -2.7778, -0.3679], [-5.0139, 2.3925, -0.4439], [-5.5108, 3.0633, -1.0339], [-4.0363, 2.6946, -0.3367], [-5.4588, 2.3473, 0.4747], [-5.0325, 1.4673, -0.8833]], "forces_ev_per_angstrom": [[-0.2, 0.3, 0.2], [0.8, -0.6, 0.2], [-0.3, -0.3, 0.1], [0.4, 0.6, 0.0], [0.1, -0.8, -0.2], [-0.3, -0.4, 0.5], [-0.8, 0.3, -1.1], [0.7, 0.2, 0.9], [0.5, -0.1, 0.1], [-0.5, 0.4, 0.0], [-0.3, -0.6, -0.2], [0.6, 0.3, 0.2], [1.4, 1.3, -0.6], [-1.8, -1.8, 0.9], [0.5, 0.4, -0.2], [0.6, 0.6, -1.3], [-0.7, -0.5, 1.2], [-0.6, 0.2, -0.9], [0.2, -0.6, 0.0], [-0.4, 0.2, 0.4], [-0.1, 0.2, 0.1], [-0.3, -0.7, -0.1], [-0.1, 0.5, 0.6], [0.1, 0.1, 0.3], [0.0, -0.3, -0.1], [0.3, -0.1, -0.1], [-0.4, 0.2, -0.1], [-0.1, 0.4, -0.3], [-0.2, 0.3, 0.0], [0.0, -0.3, -0.3], [0.1, 0.5, 0.2], [-0.2, -0.3, 0.1], [0.2, -0.3, 0.4], [-0.1, 0.3, 0.1], [0.2, -0.1, 0.2], [0.1, 0.7, -0.3], [0.4, -0.2, -0.2], [-0.2, 0.1, -0.3], [0.2, 0.2, 0.1], [-0.1, -0.3, -0.4], [0.1, -0.2, 0.3], [0.2, -0.2, -0.2], [0.1, 0.1, 0.0], [0.0, 0.0, 0.0], [0.0, 0.0, -0.1], [0.0, 0.0, 0.0], [0.1, 0.0, 0.0]], "mulliken_charge": [-1.1915, -0.0702, -0.4128, -0.7333, -0.5097, -0.4322, 1.2877, 0.8927, -0.2106, -0.2783, -0.2716, -0.5158, 0.2370, -0.5483, -0.4620, -0.0357, 0.4507, -1.0015, -0.6103, -0.2169, -0.1455, -0.4239, -1.4693, 0.3198, 0.3134, 0.3160, 0.2260, 0.3350, 0.4092, 0.3084, 0.4078, 0.3932, 0.3946, 0.3363, 0.3617, 0.3536, 0.6441, 0.6493, -0.1276, 0.3703, 0.3429, 0.3362, -0.3165, 0.4284, 0.1803, 0.4036, 0.2850], "homo_energy_ev": -11.7, "orbital_gap_ev": 7.638, "total_charge": 1}



Calculated values (eV/A) of max |F| for the records, taken in order: 5.6 5.0 2.7.